Entry 1:
Formula: C12H18BiCl2N2
Source: the OMol25 dataset
Level of theory: ωB97M-V with the def2-TZVPD basis set

```
! RIJCOSX wB97M-V def2-TZVPD def2/J DEFGRID3
* xyz -1 1
Bi 2.338 -0.233 -0.972
Cl 1.034 -2.373 -0.904
Cl 1.822 0.931 1.169
C 3.940 -1.191 -0.030
H 4.471 -0.681 0.781
H 4.209 -2.210 -0.334
C -0.765 1.204 -1.480
C 0.200 1.184 -2.349
H -0.725 1.857 -0.601
C 0.187 0.358 -3.621
H 1.036 1.894 -2.263
C -1.169 -0.337 -3.853
H 0.411 0.998 -4.489
H 0.983 -0.410 -3.607
C -1.816 -0.808 -2.556
H -1.836 0.381 -4.346
H -1.042 -1.182 -4.540
C -1.983 0.350 -1.556
H -2.794 -1.262 -2.759
H -1.175 -1.570 -2.091
H -2.864 0.955 -1.839
H -2.197 -0.047 -0.554
N -0.701 -0.718 5.440
C -0.946 -0.512 4.122
C -0.796 -1.563 3.188
C -1.052 -1.297 1.843
N -1.485 -0.106 1.419
C -1.611 0.906 2.281
C -1.354 0.757 3.645
H -0.433 -1.627 5.791
H -0.781 0.026 6.118
H -0.483 -2.558 3.503
H -0.897 -2.069 1.085
H -1.921 1.873 1.875
H -1.478 1.600 4.323
*
```

## Properties
LUMO level (eV): 3.0147
ΔE to the lowest compared entry with this formula, charge and spin (kcal/mol): 0.0

Löwdin atomic charge list, values in e, 4 entries: Bi 0.872; Cl -0.196; Cl -0.231; C -0.584


Entry 2:
Formula: C12H18BrClN2O4P
Source: the OMol25 dataset
Level of theory: ωB97M-V with the def2-TZVPD basis set

```
! RIJCOSX wB97M-V def2-TZVPD def2/J DEFGRID3
* xyz 1 1
C 1.654 -2.624 0.256
C 0.693 -3.771 -0.260
O 0.260 -3.613 -1.644
C -1.056 -3.132 -1.691
O -1.866 -3.687 -2.362
C -1.350 -1.868 -0.825
C -0.665 -0.612 -1.173
C -0.927 0.546 -0.335
Cl -0.081 2.061 -0.717
N -1.797 0.454 0.735
C -2.475 -0.691 1.091
Br -3.718 -0.721 2.599
C -2.271 -1.944 0.328
P -3.233 -3.448 0.906
C -4.932 -3.226 0.084
O -2.647 -4.864 0.212
H 1.701 -1.738 -0.427
H 2.692 -3.042 0.346
H 1.299 -2.282 1.265
H 1.295 -4.725 -0.245
H -0.167 -3.943 0.445
H 0.013 -0.616 -2.058
H -1.964 1.292 1.310
H -5.265 -4.205 -0.340
H -5.625 -2.815 0.864
H -4.822 -2.417 -0.693
H -2.249 -5.440 0.888
C 2.978 6.412 0.892
C 2.152 5.184 0.617
O 1.020 5.044 1.060
N 2.702 4.207 -0.155
C 4.014 4.179 -0.771
H 2.408 7.097 1.517
H 3.892 6.138 1.421
H 3.221 6.918 -0.044
H 2.086 3.422 -0.291
H 3.889 4.082 -1.851
H 4.556 3.308 -0.396
H 4.586 5.077 -0.555
*
```

## Properties
LUMO level (eV): -5.0561

Löwdin atomic charge list, values in e, 4 entries: C -0.060; C -0.199; O -0.014; C -0.434


Entry 3:
Formula: C12H18CeClIN2O3P
Source: the OMol25 dataset
Level of theory: ωB97M-V with the def2-TZVPD basis set

```
! RIJCOSX wB97M-V def2-TZVPD def2/J DEFGRID3
* xyz 3 1
C -3.965 2.527 -6.343
C -3.713 1.441 -5.311
H -4.807 2.226 -6.989
H -3.061 2.673 -6.940
H -4.197 3.465 -5.830
O -4.290 0.428 -5.172
I -2.033 1.979 -3.990
Ce -0.121 -0.227 -0.146
P 1.607 -1.400 -1.816
C 1.785 -3.137 -1.671
C 1.077 -1.006 -3.478
H 3.130 0.466 -1.662
H 3.852 -1.024 -2.364
H 3.610 -0.877 -0.591
C 3.201 -0.626 -1.580
H 0.941 0.076 -3.610
H 1.861 -1.375 -4.144
H 2.512 -3.436 -2.428
H 0.830 -3.649 -1.844
H 0.124 -1.502 -3.709
H 2.147 -3.414 -0.673
C -0.408 -2.118 0.571
O -0.653 -3.140 1.081
Cl 0.527 1.802 -1.250
N -0.714 0.740 7.198
C 0.299 1.076 6.335
O 1.323 1.599 6.762
C 0.172 0.798 4.855
C -0.968 0.256 4.269
C -0.996 -0.012 2.903
N 0.082 0.250 2.111
C 1.212 0.797 2.664
C 1.270 1.080 4.019
H -0.576 0.935 8.172
H -1.569 0.295 6.914
H -1.862 0.008 4.842
H -1.885 -0.460 2.439
H 2.062 0.982 1.993
H 2.197 1.504 4.411
*
```

## Properties
LUMO level (alpha / beta) (eV): -14.2269 / -14.2142

Löwdin atomic charge list, values in e, 4 entries: C -0.077; C -0.792; H 0.111; H 0.090


Entry 4:
Formula: C12H18Cl10O4S
Source: the OMol25 dataset
Level of theory: ωB97M-V with the def2-TZVPD basis set

```
! RIJCOSX wB97M-V def2-TZVPD def2/J DEFGRID3
* xyz 0 1
C 2.481 2.379 -2.329
C 1.869 3.439 -1.411
S 1.583 2.750 0.244
C -0.225 2.664 0.436
C -0.968 2.402 -0.825
C -1.507 3.252 -1.713
O -1.524 4.604 -1.677
C -2.195 2.480 -2.791
O -2.774 2.873 -3.759
O -2.062 1.137 -2.473
C -1.295 1.037 -1.320
O -0.979 -0.024 -0.866
H 1.817 1.509 -2.366
H 2.674 2.768 -3.332
H 3.417 2.035 -1.878
H 0.972 3.881 -1.841
H 2.594 4.245 -1.261
H -0.644 3.545 0.929
H -0.389 1.810 1.101
H -1.031 4.975 -2.422
C 0.715 -1.894 0.340
Cl 0.619 -1.035 1.889
Cl 2.131 -1.403 -0.596
H 0.782 -2.957 0.539
H -0.172 -1.655 -0.227
C 0.936 -3.103 5.076
Cl 0.258 -4.646 4.541
Cl 2.419 -3.318 6.018
H 1.162 -2.505 4.201
H 0.200 -2.592 5.684
C 3.955 -0.617 -3.937
Cl 2.283 -0.671 -4.507
Cl 4.778 0.851 -4.471
H 3.961 -0.633 -2.853
H 4.475 -1.479 -4.337
C -2.953 -3.288 -1.929
Cl -1.257 -3.614 -1.538
Cl -4.060 -4.212 -0.910
H -3.137 -2.231 -1.775
H -3.122 -3.564 -2.963
C -3.258 -1.937 6.212
Cl -3.409 -1.131 7.775
Cl -1.803 -1.432 5.337
H -3.198 -3.006 6.376
H -4.121 -1.686 5.607
*
```

## Properties
LUMO level (eV): -1.2205
SMILES: CCSCC1=C(O)C(=O)OC1=O.ClCCl.ClCCl.ClCCl.ClCCl.ClCCl

Löwdin atomic charge list, values in e, 4 entries: C -0.197; C -0.525; S 0.894; C -0.398


Entry 5:
Formula: C12H18Cl2MnN2
Source: the OMol25 dataset
Level of theory: ωB97M-V with the def2-TZVPD basis set

```
! RIJCOSX wB97M-V def2-TZVPD def2/J DEFGRID3
* xyz -1 5
Mn 0.684 -2.710 1.577
Cl 2.537 -1.626 2.055
Cl 0.653 -4.318 0.025
C -0.370 -0.055 -2.036
H -1.106 -0.104 -1.221
H -0.229 -1.017 -2.510
C 0.833 1.782 -0.789
C 0.699 0.855 -2.016
H -0.031 2.345 -0.434
C 2.015 0.594 -2.750
H 0.023 1.334 -2.733
C 3.147 0.271 -1.773
H 1.908 -0.085 -3.619
H 2.300 1.570 -3.143
C 3.317 1.379 -0.711
H 2.986 -0.748 -1.352
H 4.067 0.217 -2.367
C 2.015 1.759 0.032
H 4.071 1.064 0.017
H 3.726 2.270 -1.216
H 1.840 0.990 0.809
H 2.167 2.740 0.511
N -4.584 0.432 2.123
C -3.466 -0.299 1.926
C -3.330 -1.138 0.802
C -2.178 -1.882 0.660
N -1.142 -1.786 1.549
C -1.233 -0.908 2.576
C -2.367 -0.168 2.813
H -5.381 0.355 1.504
H -4.680 1.012 2.950
H -4.123 -1.201 0.051
H -2.023 -2.576 -0.155
H -0.328 -0.846 3.178
H -2.415 0.501 3.668
*
```

## Properties
LUMO level (alpha / beta) (eV): 2.3286 / 2.3592
Expectation value of S²: 6.0957

Löwdin atomic charge list, values in e, 4 entries: Mn 0.083; Cl -0.101; Cl -0.170; C -0.094


Entry 6:
Formula: C12H18Cl2NOPS
Source: the OMol25 dataset
Level of theory: ωB97M-V with the def2-TZVPD basis set

```
! RIJCOSX wB97M-V def2-TZVPD def2/J DEFGRID3
* xyz 0 1
S 0.899 0.520 3.281
Cl 0.101 0.034 -2.518
Cl -2.741 1.406 1.912
O 1.034 -0.208 0.415
C 2.241 1.862 0.424
C 1.543 2.323 -2.219
C 1.111 1.141 -1.599
C 1.432 0.933 -0.241
C 2.721 2.975 -0.228
C 2.404 3.224 -1.576
N 3.606 3.800 0.447
C 2.853 4.446 -2.340
C -1.049 -3.854 3.088
C -1.859 -1.963 0.738
C -0.252 -2.604 2.678
C -1.189 1.314 0.995
C -1.090 -1.482 2.010
P -0.059 0.049 1.617
H 2.587 1.642 1.413
H 1.267 2.474 -3.250
H 3.753 3.716 1.445
H 3.907 4.651 0.004
H 2.390 4.437 -3.342
H 3.945 4.447 -2.465
H 2.536 5.327 -1.794
H -1.354 -4.414 2.162
H -0.413 -4.478 3.761
H -1.957 -3.556 3.603
H -2.456 -1.170 0.258
H -2.629 -2.730 0.989
H -1.168 -2.318 -0.019
H 0.246 -2.270 3.626
H 0.555 -2.931 2.013
H -1.357 1.232 -0.068
H -0.684 2.289 1.089
H -1.826 -1.213 2.744
*
```

## Properties
LUMO level (eV): 0.6180
SMILES: CC[C@H](C)[P@](=S)(CCl)Oc1cc(N)c(C)cc1Cl
ΔE to the lowest compared entry with this formula, charge and spin (kcal/mol): 0.0

Löwdin atomic charge list, values in e, 4 entries: S 0.268; Cl 0.662; Cl 0.554; O -0.227